ORCA calculation (the ωB97M-V functional and the def2-TZVPD basis) on a molecular structure, C6H15BClFGaO2.

## Properties
DFT total energy ... -78856.2266 eV
HOMO ... -0.1841 hartree

Structure (ORCA input):
```
! RIJCOSX wB97M-V def2-TZVPD def2/J DEFGRID3
* xyz -1 1
C 1.7642 -0.6450 1.5649
C 1.6781 -1.6106 0.3730
C 1.4177 -0.9440 -0.9700
Cl 2.8823 0.1188 -1.3434
Ga -0.4272 -0.0349 -1.2178
C -1.7323 -1.5377 -0.6786
C -2.6001 -1.2667 0.5288
F -3.9725 -1.5757 0.2886
C -0.6915 1.5734 -0.0106
B 0.1887 2.8228 -0.3627
O 1.0522 2.8643 -1.4508
O 0.1236 4.0048 0.3701
H 1.1115 -0.9372 2.3922
H 2.7802 -0.5820 1.9614
H 1.4726 0.3643 1.2708
H 2.5933 -2.2157 0.3370
H 0.8498 -2.3117 0.5268
H 1.4806 -1.7056 -1.7526
H -0.6405 0.3543 -2.7570
H -2.3924 -1.7322 -1.5299
H -1.1682 -2.4645 -0.5187
H -2.6001 -0.2201 0.8416
H -2.3227 -1.8861 1.3884
H -0.5106 1.2993 1.0403
H -1.7524 1.8708 -0.0400
H 1.9300 2.4956 -1.3323
H -0.5144 3.9012 1.0805
*
```

Atomic partial charges in e from the Mulliken method, atoms 1 to 8:
1. C -0.687
2. C -0.609
3. C -0.327
4. Cl -0.321
5. Ga 0.282
6. C -0.852
7. C 0.018
8. F -0.373